# 1
The following is a DFT calculation (ωB97M-V/def2-TZVPD) of a structure of composition C4H14HgNO in a non-equilibrium geometry.

Net charge: -1
Gap between HOMO and LUMO (spin up / spin down) (eV): 6.3 / 3.0
Energy above the lowest of the compared OMol25 structures with the same formula, charge and spin (eV): 0.001

Structure (XYZ):
```
21
Properties=species:S:1:pos:R:3:forces:R:3:mulliken_charge:R:1
C -1.118 0.914 -3.459 -0.38 0.85 1.16 -0.988
Hg 0.364 0.588 -2.000 0.43 -0.14 0.58 -0.323
N 1.308 -2.034 -1.837 0.94 -0.99 -0.45 -0.735
H -0.838 1.191 1.694 -0.14 0.10 -0.21 0.138
H 1.578 0.807 -0.881 0.06 -0.05 -0.10 -0.199
H -1.362 1.824 -2.877 -0.46 0.19 -0.59 0.076
H -2.051 0.355 -3.440 0.32 -0.31 -0.32 0.310
H -0.783 1.260 -4.421 -0.01 -0.23 -0.56 0.313
H 0.826 -2.571 -1.126 -0.15 0.14 0.10 0.284
H 2.250 -1.851 -1.468 -0.54 0.15 -0.07 0.242
H 1.468 -2.692 -2.615 -0.23 0.43 0.34 0.221
C -0.693 0.924 4.857 0.05 -0.10 0.52 -1.108
C -0.438 0.607 3.444 0.42 -0.56 1.44 0.258
C 0.393 -0.505 2.962 -0.28 0.42 0.64 -1.020
O -1.038 1.442 2.614 -0.67 1.00 -1.57 -0.246
H -0.163 0.192 5.481 -0.19 0.26 0.05 0.314
H -1.776 0.879 5.104 0.34 0.08 -0.01 0.255
H -0.337 1.942 5.126 -0.18 -0.31 -0.02 0.255
H -0.188 -1.197 2.378 -0.19 -0.53 -0.62 0.313
H 1.226 -0.149 2.384 0.54 0.02 -0.58 0.242
H 0.765 -1.015 3.835 0.32 -0.42 0.27 0.395
```
Positions in Å, forces in eV/Å.

---

# 2
The following is a DFT calculation (ωB97M-V/def2-TZVPD) of a cluster of 15 separate species, CH28O17 in total in a non-equilibrium geometry.

Net charge: -2
Gap between HOMO and LUMO (eV): 9.2
Energy above the lowest of the compared OMol25 structures with the same formula, charge and spin (eV): 1.161

Structure (XYZ):
```
46
Properties=species:S:1:pos:R:3:forces:R:3:mulliken_charge:R:1
C -0.069 -0.069 -0.117 3.48 1.70 0.52 -0.654
O 1.295 -0.297 0.220 -5.02 0.10 -1.85 0.722
O -0.832 0.282 0.887 1.30 -1.52 -2.61 -0.625
O -0.419 -0.022 -1.361 0.74 0.29 3.14 -0.068
O 0.817 -0.322 -3.612 0.35 -0.13 -0.92 -0.705
H 0.458 0.257 -4.278 -0.27 0.23 -0.33 0.279
H 0.233 -0.236 -2.843 -0.14 -0.33 0.38 0.531
O 0.762 -0.423 2.796 -0.81 1.10 0.30 -0.680
H 1.203 -1.260 2.766 -0.08 -0.62 -0.41 0.371
H 0.325 -0.260 1.900 1.26 -0.33 2.13 0.107
O -2.672 1.817 0.096 -2.01 -0.88 1.61 -0.858
H -1.947 1.216 0.334 0.09 0.28 -0.25 0.458
H -2.460 2.374 -0.610 1.05 1.33 -1.51 0.391
O -2.058 -1.881 -1.429 0.73 0.38 -0.12 -0.818
H -2.233 -2.201 -0.549 -0.27 -0.33 0.56 0.392
H -1.342 -1.179 -1.253 -1.61 -1.41 -0.94 0.208
O 3.942 0.242 0.492 0.56 -0.74 0.96 -0.682
H 3.009 -0.055 0.436 0.52 0.45 0.24 0.125
H 4.239 0.004 1.398 -0.58 0.34 -0.94 0.282
O 2.386 1.047 -1.825 1.29 1.17 -0.10 -0.789
H 1.803 0.813 -2.520 -0.53 -0.32 -1.62 0.484
H 1.982 0.544 -1.132 -0.02 -0.38 1.19 0.202
O -2.504 0.053 3.042 -1.82 -0.88 2.09 -0.646
H -2.838 -0.862 2.975 0.51 0.69 -0.13 0.305
H -1.986 0.192 2.282 0.84 -0.06 -1.60 0.347
O 1.430 2.334 0.969 1.09 0.13 -1.71 -0.821
H 0.799 2.311 1.657 -0.79 0.27 1.43 0.597
H 1.269 1.502 0.489 0.68 0.64 0.42 0.179
O 1.766 -2.619 1.417 0.73 -1.38 1.08 -0.756
H 1.653 -1.889 0.805 0.00 0.66 -0.40 0.380
H 2.558 -2.413 1.933 -0.16 -0.04 -0.40 0.246
O -3.370 0.532 -2.400 -0.92 -0.03 -1.52 -0.771
H -3.104 0.857 -1.556 0.11 0.49 1.41 0.486
H -2.631 -0.016 -2.646 0.19 -0.55 -0.07 0.306
O -1.049 2.486 -2.022 -0.72 0.50 0.55 -0.729
H -0.498 2.674 -2.762 0.75 0.13 -0.64 0.237
H -0.717 1.670 -1.615 0.10 -0.03 -0.31 0.142
O -1.167 -2.465 1.347 -0.98 1.14 0.50 -0.796
H -0.617 -3.069 0.880 0.97 -0.54 -0.53 0.364
H -0.799 -1.559 1.214 -0.49 -1.24 0.41 0.363
O 1.517 -2.256 -1.509 1.62 -2.02 -1.78 -0.674
H 2.413 -2.198 -1.919 -1.14 -0.21 0.33 0.254
H 1.475 -1.430 -1.068 -0.22 1.60 0.94 0.285
O -0.525 2.289 2.795 -0.59 0.19 0.87 -0.682
H -0.687 1.520 2.236 0.03 0.11 -0.13 0.308
H -0.809 1.964 3.662 0.21 0.06 -0.24 0.402
```
Positions in Å, forces in eV/Å.

---

# 3
The following is a DFT calculation (ωB97M-V/def2-TZVPD) of the ion C4H7N2 with charge +1 in a non-equilibrium geometry.

Net charge: +1
Gap between HOMO and LUMO (eV): 8.4
SMILES: C/C=N\C1=[NH+]C1
Energy above the lowest of the compared OMol25 structures with the same formula, charge and spin (eV): 5.863

Structure (XYZ):
```
13
Properties=species:S:1:pos:R:3:forces:R:3:mulliken_charge:R:1
C -2.241 -0.448 0.386 -1.77 3.88 -0.44 -0.995
C -1.414 0.278 -0.609 -1.12 -0.41 0.23 0.128
N -0.199 0.563 -0.407 -5.19 -0.04 -1.56 0.129
C 0.926 0.553 -0.141 7.27 -2.23 0.39 0.137
N 2.076 -0.871 -0.269 -1.46 1.87 -1.04 -0.414
C 2.273 0.440 0.341 2.36 1.16 1.43 -0.228
H -3.168 -0.699 -0.114 -0.10 -0.42 0.28 0.309
H -1.729 -1.200 0.799 1.83 -3.32 1.33 0.402
H -2.478 0.208 1.271 0.05 -0.25 -0.88 0.335
H -1.960 0.479 -1.528 0.86 0.57 -0.26 0.389
H 2.453 -0.851 -1.275 -0.72 0.26 1.62 0.277
H 3.205 1.068 0.083 -1.95 -0.50 -0.26 0.305
H 2.255 0.482 1.463 -0.06 -0.56 -0.83 0.227
```
Positions in Å, forces in eV/Å.

---

# 4
The following is a DFT calculation (ωB97M-V/def2-TZVPD) of a structure of composition C49H40F15GeS2SbSe4Y in a non-equilibrium geometry.

Net charge: +1
Gap between HOMO and LUMO (eV): 7.8
Energy above the lowest of the compared OMol25 structures with the same formula, charge and spin (eV): 0.000

Structure (XYZ):
```
113
Properties=species:S:1:pos:R:3:forces:R:3:mulliken_charge:R:1
Y -0.578 0.036 -0.139 0.65 -0.78 -0.21 0.217
C 0.736 3.129 -0.955 0.06 -0.05 0.12 -0.796
C 0.640 3.454 0.419 0.05 -0.09 -0.09 -1.138
C -0.566 2.975 0.892 -0.20 -0.08 0.06 -0.474
C -1.260 2.331 -0.183 -0.51 0.91 -0.14 -0.673
C -0.429 2.482 -1.348 -0.25 -0.19 -0.01 -0.199
H 1.570 3.372 -1.596 0.02 0.02 -0.02 0.660
H 1.406 3.946 0.998 0.03 0.00 0.04 0.455
H -0.961 3.082 1.893 0.01 0.02 0.00 0.627
H -2.347 2.330 -0.234 0.05 -0.23 0.06 0.962
H -0.726 2.246 -2.362 0.05 -0.03 0.00 0.683
C -2.217 -2.388 -3.428 -0.04 -0.01 0.05 -0.714
Se -0.863 -1.036 -3.130 -0.03 0.12 -0.07 0.332
C 0.662 -2.057 -3.776 0.03 -0.02 0.00 -0.769
C 1.863 -1.134 -3.826 -0.01 0.02 -0.04 -0.926
Se 2.189 -0.406 -2.042 0.16 -0.13 0.06 0.326
C 3.199 1.158 -2.579 -0.03 0.02 0.01 -1.137
H -2.030 -3.251 -2.794 -0.01 0.02 -0.01 0.276
H -2.209 -2.652 -4.482 -0.01 -0.01 0.01 0.502
H -3.177 -1.948 -3.163 0.05 -0.02 -0.01 -0.056
H 0.404 -2.412 -4.774 0.03 0.00 0.05 0.475
H 0.825 -2.913 -3.118 0.00 0.05 -0.03 0.322
H 1.689 -0.302 -4.508 0.00 -0.02 0.02 0.457
H 2.760 -1.669 -4.136 -0.04 0.00 -0.02 0.491
H 2.603 1.766 -3.255 0.01 -0.01 0.02 0.379
H 4.123 0.837 -3.055 -0.01 0.02 0.00 0.461
H 3.417 1.717 -1.672 0.00 -0.01 0.00 0.227
C 2.703 -3.665 0.338 0.07 0.11 0.19 -0.677
Se 0.960 -2.907 -0.047 -0.33 -0.17 -0.35 0.056
C -0.210 -4.007 1.058 0.04 0.02 0.05 -1.133
C -0.549 -3.420 2.425 -0.09 -0.04 0.02 -0.955
Se -0.289 -1.482 2.595 0.07 -0.10 0.02 0.209
C -1.685 -1.183 3.906 -0.02 -0.03 0.03 -0.568
H 2.761 -4.649 -0.120 0.01 0.02 0.02 0.492
H 2.870 -3.715 1.413 0.01 -0.01 -0.11 -0.042
H 3.431 -2.995 -0.116 -0.01 -0.01 0.00 0.245
H 0.265 -4.983 1.164 -0.01 0.02 -0.02 0.654
H -1.113 -4.124 0.465 0.04 -0.01 0.03 0.309
H 0.075 -3.857 3.205 -0.08 -0.02 -0.04 0.653
H -1.597 -3.604 2.664 0.03 -0.01 -0.01 0.552
H -1.435 -1.702 4.828 -0.02 -0.01 -0.02 0.690
H -2.635 -1.535 3.506 0.02 -0.02 -0.02 0.352
H -1.722 -0.111 4.093 0.00 -0.10 -0.01 -0.550
F -5.282 -3.517 1.728 0.04 0.03 -0.01 -0.324
C -5.901 -3.592 0.539 -0.09 -0.10 -0.01 0.438
C -5.768 -2.555 -0.368 0.06 -0.07 -0.02 -0.057
C -6.408 -2.704 -1.584 -0.11 -0.06 -0.06 0.100
F -6.300 -1.759 -2.532 0.04 0.00 0.03 -0.365
C -7.175 -3.818 -1.886 -0.01 0.01 0.02 0.043
F -7.786 -3.926 -3.063 0.03 0.01 0.05 -0.283
C -7.298 -4.829 -0.947 -0.02 -0.01 -0.01 0.639
F -8.028 -5.902 -1.220 0.04 0.05 0.01 -0.289
C -6.655 -4.720 0.277 -0.01 0.03 -0.01 0.050
F -6.768 -5.696 1.174 0.01 0.02 -0.01 -0.285
Ge -4.550 -1.093 0.046 -0.01 -0.03 0.10 -0.426
S -2.552 -1.911 -0.025 0.01 0.27 -0.08 -0.132
C -4.975 0.450 -1.094 0.08 0.05 -0.08 0.255
C -4.070 1.108 -1.899 0.09 -0.04 -0.01 -0.593
F -2.798 0.642 -1.997 -0.20 0.14 -0.03 0.328
C -4.382 2.233 -2.641 -0.02 -0.03 0.03 -0.252
F -3.468 2.829 -3.399 -0.01 -0.02 0.01 -0.303
C -5.676 2.725 -2.585 -0.01 0.03 -0.03 0.675
F -6.010 3.796 -3.291 0.03 -0.07 0.05 -0.296
C -6.623 2.093 -1.792 0.05 -0.01 -0.01 0.111
F -7.863 2.564 -1.744 0.01 -0.01 0.01 -0.285
C -6.256 0.975 -1.064 -0.04 0.09 -0.07 1.129
F -7.193 0.382 -0.314 0.01 -0.03 0.04 -0.353
C -4.958 -0.336 1.819 0.06 0.07 0.03 0.035
C -6.138 -0.512 2.521 -0.04 0.04 0.08 0.273
F -7.093 -1.315 2.053 -0.03 -0.01 -0.02 -0.338
C -6.389 0.131 3.725 0.05 0.01 0.00 -0.037
F -7.531 -0.061 4.373 0.01 0.00 -0.02 -0.294
C -5.436 0.986 4.254 -0.01 0.01 0.02 0.707
F -5.659 1.604 5.408 0.02 -0.04 -0.06 -0.317
C -4.244 1.189 3.578 -0.04 -0.07 -0.05 -0.307
F -3.305 1.991 4.089 -0.07 -0.02 -0.04 -0.258
C -4.039 0.527 2.383 0.16 0.01 0.08 0.244
F -2.844 0.739 1.767 -0.20 0.16 0.10 0.492
S 1.982 0.585 0.955 0.24 0.03 0.05 -0.197
Sb 2.798 0.050 3.022 -0.10 -0.01 -0.07 0.974
C 1.429 0.501 4.533 0.02 0.15 0.16 0.678
C 1.399 -0.199 5.735 0.00 0.09 0.00 -0.746
C 0.447 0.132 6.690 0.00 -0.02 -0.03 -0.792
C -0.462 1.152 6.442 0.00 0.04 0.02 -0.573
C -0.423 1.851 5.245 0.07 0.09 0.04 -0.504
C 0.526 1.530 4.284 0.01 -0.04 0.03 -0.584
C 3.634 -1.848 3.403 0.01 -0.05 -0.04 1.055
C 2.890 -2.928 3.871 -0.01 0.07 0.05 -0.439
C 3.512 -4.144 4.108 -0.04 0.00 0.02 -0.557
C 4.872 -4.291 3.870 0.00 0.00 0.00 -0.713
C 5.616 -3.216 3.409 -0.01 0.02 -0.01 -0.685
C 5.001 -1.992 3.180 -0.02 -0.01 -0.04 -0.724
C 4.418 1.356 3.228 0.04 0.02 0.02 0.582
C 4.623 2.029 4.427 0.06 -0.03 0.01 -0.420
C 5.695 2.903 4.548 -0.03 -0.01 0.01 -0.761
C 6.554 3.098 3.478 0.02 0.01 0.00 -0.526
C 6.345 2.430 2.279 -0.01 -0.01 -0.01 -0.699
C 5.272 1.561 2.147 0.00 0.04 0.00 -0.656
H 2.107 -0.993 5.935 0.03 -0.03 0.00 0.509
H 0.416 -0.405 7.628 0.00 -0.02 0.03 0.448
H -1.202 1.404 7.188 -0.03 0.01 0.03 0.439
H -1.132 2.647 5.057 0.02 0.01 0.01 0.520
H 0.545 2.058 3.338 0.03 0.03 -0.02 0.290
H 1.829 -2.819 4.055 -0.02 0.04 0.02 0.240
H 2.936 -4.980 4.482 -0.02 -0.02 0.01 0.462
H 5.353 -5.241 4.053 0.01 -0.03 0.01 0.402
H 6.677 -3.324 3.236 0.03 0.00 -0.01 0.452
H 5.596 -1.156 2.835 0.01 0.03 0.00 0.429
H 3.953 1.880 5.266 -0.02 0.01 0.01 0.421
H 5.855 3.433 5.476 0.00 0.01 0.02 0.412
H 7.388 3.779 3.575 0.01 0.01 0.00 0.400
H 7.013 2.593 1.444 0.01 0.00 -0.02 0.421
H 5.092 1.064 1.201 -0.01 -0.01 0.00 0.455
```
Positions in Å, forces in eV/Å.